Entry one
Below is a 2-piece molecular cluster, C3H9N3O overall, with properties calculated with ωB97M-V/def2-TZVPD.

Atoms and positions in Å:
O1 0.10565 2.00831 0.21910
N1 1.42845 0.14653 0.63493
N2 -2.20381 0.89198 0.32495
N3 -2.03364 -1.20713 -0.92550
C1 2.03152 -1.09611 0.19902
C2 -1.86295 -0.11056 -0.36845
C3 0.65037 0.87839 -0.26671
H1 1.27912 -1.84812 -0.06065
H2 2.64636 -0.92195 -0.68839
H3 -0.88592 1.77779 0.43327
H4 -0.36018 0.17124 -0.56030
H5 -3.14122 1.25657 0.24372
H6 2.66984 -1.49016 0.98861
H7 -2.76006 -1.81051 -0.55080
H8 1.14687 1.00744 -1.23797
H9 1.28958 0.34630 1.61517

## Properties
SMILES: N=C=N.CNCO
Molar mass (g mol⁻¹): 103.12
E_LUMO (alpha / beta) (eV): 0.3 / 0.3
Total charge: 0

For reference, the Mulliken charges in units of e are: O -0.569; N -0.154; N -0.623; N -0.572; C -0.812; C 0.418; C -0.021; H 0.279; H 0.257; H 0.422; H -0.039; H 0.237; H 0.318; H 0.267; H 0.330; H 0.263

Entry two
Below is a 2-piece molecular cluster, C3H9N3O overall, with properties calculated with ωB97M-V/def2-TZVPD.

Atoms and positions in Å:
O1 -0.04038 -0.54139 1.58958
N1 -0.77179 1.56614 1.72012
N2 -0.72538 -0.33547 -1.32143
N3 0.22390 -2.30158 -0.42449
C1 -0.70892 0.64837 -0.39637
C2 -0.51803 0.52252 1.05025
C3 0.43257 -1.17723 -1.21921
H1 1.20860 -0.48209 -0.76581
H2 0.74459 -1.41487 -2.23784
H3 1.37284 3.27363 0.36710
H4 1.23143 2.60864 0.66765
H5 -0.65402 1.32686 2.70376
H6 0.13539 -1.39992 0.99809
H7 -1.62204 -0.85780 -1.29972
H8 -1.03354 1.65693 -0.62980
H9 0.72479 -3.09273 -0.80188

## Properties
Molar mass (g mol⁻¹): 103.12
E_LUMO (eV): -2.4
Total charge: 0

For reference, the Mulliken charges in units of e are: O -0.574; N -0.618; N -0.198; N -0.735; C -0.250; C 0.527; C -0.429; H 0.349; H 0.398; H 0.200; H -0.204; H 0.274; H 0.383; H 0.327; H 0.398; H 0.153

Entry three
Below is a 2-piece molecular cluster, C3H9N3O overall, with properties calculated with ωB97M-V/def2-TZVPD.

Atoms and positions in Å:
O1 -0.65707 -1.40775 1.09265
N1 -0.91849 -0.67083 -1.15218
N2 -0.70257 -0.31729 0.16724
N3 -2.03717 1.73457 -0.08187
C1 2.12906 -0.24614 -0.34148
C2 -1.29435 0.98295 0.60077
C3 1.26159 0.47957 0.38562
H1 1.37428 0.51939 1.46177
H2 -1.70851 -1.30467 -1.22010
H3 -1.26229 1.04060 1.68411
H4 2.92702 -0.78938 0.14307
H5 -0.09073 -1.11420 -1.54723
H6 2.06698 -0.30306 -1.41829
H7 -2.02361 1.54860 -1.08162
H8 0.64624 1.47020 0.13197
H9 0.28961 -1.62259 1.17558

## Properties
SMILES: [H]/N=C\N(N)O.C=C
Molar mass (g mol⁻¹): 103.12
E_LUMO (eV): 0.8
Total charge: 0

For reference, the Mulliken charges in units of e are: O -0.434; N -0.672; N 0.229; N -0.618; C -0.656; C 0.030; C -0.435; H 0.316; H 0.229; H 0.401; H 0.267; H 0.235; H 0.324; H 0.292; H 0.131; H 0.361

Entry four
Below is C3H9N3O in the gas phase, with properties calculated with ωB97M-V/def2-TZVPD.

Atoms and positions in Å:
O1 1.46155 -1.12124 -0.52239
N1 0.48479 0.77715 -0.29284
N2 -0.05786 2.00647 0.13381
N3 0.41027 -0.78139 1.63842
C1 0.87477 -2.38651 -0.88890
C2 -1.51738 2.02706 0.06888
C3 0.58505 -0.24547 0.51942
H1 -1.82301 1.91471 -0.97194
H2 1.26216 -0.23131 -1.14181
H3 0.26719 2.21614 1.07533
H4 -0.30226 -0.33724 2.20543
H5 -0.10772 -2.23125 -1.33866
H6 -2.00649 1.23749 0.65786
H7 0.78323 -2.96952 0.02461
H8 -1.86462 2.99949 0.42243
H9 1.55032 -2.87459 -1.58965

## Properties
Molar mass (g mol⁻¹): 103.12
E_LUMO (eV): 0.9
Total charge: 0

For reference, the Mulliken charges in units of e are: O -0.351; N -0.353; N -0.445; N -0.688; C -0.647; C -0.739; C 0.442; H 0.256; H 0.531; H 0.280; H 0.253; H 0.278; H 0.274; H 0.331; H 0.329; H 0.249

Name the most stable of them. entry one.

Entry one
Below is C19H27N5O3 in the gas phase, with properties calculated with ωB97M-V/def2-TZVPD.

Atoms and positions in Å:
O1 5.10139 -1.91881 0.95819
O2 5.00695 -1.20843 -1.53121
O3 0.02563 2.45871 1.20828
N1 -1.18447 1.74181 -0.57153
N2 0.89501 2.14585 -2.22757
N3 -2.42433 1.00363 -2.38698
N4 -0.25354 1.68308 -2.72258
N5 -3.44893 0.80915 -1.54096
C1 -2.25502 -1.22658 1.85728
C2 2.38513 2.83958 -0.47031
C3 -5.50054 -1.41325 -0.31628
C4 -4.52056 0.24564 -1.90751
C5 3.73078 0.79797 -1.00490
C6 -3.64189 -0.83125 1.35292
C7 -4.11961 -1.76302 0.24105
C8 3.15743 1.20331 1.28500
C9 3.81302 0.03485 1.65239
C10 4.38410 -0.36884 -0.65601
C11 -0.02475 2.22454 0.02072
C12 -1.24797 1.48960 -1.90622
C13 5.18776 -2.35513 2.29007
C14 4.43175 -0.75741 0.70216
C15 1.04374 2.40420 -0.97138
C16 4.98833 -0.87381 -2.89608
C17 3.12360 1.59544 -0.03725
C18 -1.72361 -0.26097 2.91016
C19 -5.59215 0.00776 -0.90219
H1 -2.30186 -2.23353 2.27937
H2 4.19841 -2.55744 2.71499
H3 -4.67285 -0.11926 -2.92785
H4 3.96631 -0.82024 -3.28584
H5 -3.60455 0.19200 0.97785
H6 2.92398 3.34197 -1.27270
H7 -1.55987 -1.25802 1.01408
H8 3.66805 1.11013 -2.03499
H9 5.49659 0.07783 -3.08484
H10 -2.42427 -0.17512 3.73808
H11 -0.77279 -0.61469 3.30127
H12 5.71004 -1.62778 2.92117
H13 -4.15545 -2.78522 0.62569
H14 5.52582 -1.67491 -3.40140
H15 -1.56116 0.72966 2.49181
H16 -6.24657 -1.50104 0.47560
H17 -2.46649 0.74728 -3.37123
H18 3.82980 -0.24573 2.69334
H19 -4.35192 -0.85916 2.18271
H20 5.76099 -3.28061 2.25934
H21 -5.75414 -2.13601 -1.09546
H22 -2.00964 1.55449 -0.00839
H23 2.24882 3.50870 0.37916
H24 -5.49331 0.73617 -0.09854
H25 2.66737 1.79906 2.03913
H26 -3.38879 -1.74815 -0.57074
H27 -6.56977 0.13202 -1.37087

## Properties
SMILES: CCCCCC/C=N/Nc1nnc(Cc2ccc(OC)c(OC)c2)c(=O)[nH]1
Molar mass (g mol⁻¹): 373.46
E_LUMO (eV): 0.4
Total charge: 0

For reference, the Mulliken charges in units of e are: O -0.419; O -0.436; O -0.681; N 0.071; N -0.334; N -0.175; N -0.876; N -0.152; C -0.523; C -1.404; C -0.867; C -0.280; C -0.328; C -0.259; C -0.666; C -0.946; C -0.510; C 0.884; C 0.711; C 0.373; C -0.929; C 1.087; C 0.670; C -0.909; C -0.326; C -1.189; C -0.699; H 0.365; H 0.360; H 0.400; H 0.368; H 0.048; H 0.419; H 0.334; H 0.419; H 0.356; H 0.358; H 0.369; H 0.360; H 0.496; H 0.228; H 0.203; H 0.354; H 0.309; H 0.370; H 0.337; H 0.231; H 0.366; H 0.197; H 0.514; H 0.325; H 0.377; H 0.279; H 0.370

Entry two
Below is C19H27N5O3 in the gas phase, with properties calculated with ωB97M-V/def2-TZVPD.

Atoms and positions in Å:
O1 -2.64900 2.14518 -1.03131
O2 2.80056 -1.27860 1.57736
O3 -3.99824 0.33207 0.78424
N1 3.31660 0.00733 -0.19116
N2 -2.47791 -1.71590 -1.60561
N3 -0.74163 -2.06558 -0.33033
N4 -0.39879 -1.06373 -1.14915
N5 1.40613 1.62684 1.43868
C1 1.41231 -3.19779 0.14199
C2 2.25272 2.58347 -0.77486
C3 3.17872 0.41230 -1.57206
C4 -1.46193 -0.88379 -1.89737
C5 0.09037 1.31976 1.17983
C6 -2.65531 0.62602 0.92621
C7 2.27048 -2.16864 -0.59047
C8 0.13386 -2.56307 0.69598
C9 -0.53033 0.43292 2.06717
C10 -0.71176 1.85855 0.17838
C11 -3.90970 1.72322 -1.50480
C12 -4.55822 -0.64125 1.62119
C13 -1.86406 0.10295 1.93984
C14 2.79865 -1.11179 0.36839
C15 2.00454 1.38562 -1.68981
C16 -1.99762 -2.43956 -0.62040
C17 2.51371 2.16324 0.67434
C18 3.65806 1.12289 0.66529
C19 -2.05193 1.51524 0.02439
H1 1.65780 -1.69332 -1.35477
H2 -4.06068 2.27253 -2.43480
H3 0.04066 0.00849 2.88157
H4 -5.58990 -0.75089 1.28894
H5 3.83564 0.73583 1.67057
H6 -1.50593 -0.14582 -2.67131
H7 -4.04614 -1.60495 1.52339
H8 -0.34407 2.57351 -0.53361
H9 1.08721 0.86844 -1.40376
H10 -0.42965 -3.29645 1.27708
H11 2.88164 3.05093 1.21906
H12 1.15938 -4.01441 -0.53786
H13 4.57789 1.58584 0.29486
H14 -2.51828 -3.22773 -0.11575
H15 -2.29051 -0.57999 2.65786
H16 -3.92552 0.65006 -1.70642
H17 -4.70827 1.97057 -0.80248
H18 -4.54989 -0.33024 2.67229
H19 0.41110 -1.72860 1.34528
H20 1.97054 -3.60227 0.98704
H21 1.43162 3.29529 -0.82283
H22 3.04605 -0.44909 -2.22227
H23 4.10978 0.91331 -1.86394
H24 3.15049 3.10768 -1.11699
H25 1.90489 1.72348 -2.72219
H26 3.12137 -2.66282 -1.06531
H27 1.75250 1.10274 2.23040

## Properties
SMILES: COc1ccc(N[C@@H]2CCCN(C(=O)CCCn3cncn3)C2)cc1OC
Molar mass (g mol⁻¹): 373.46
E_LUMO (eV): 0.8
Total charge: 0

For reference, the Mulliken charges in units of e are: O -0.512; O -0.687; O -0.426; N 0.167; N -0.565; N 0.453; N -0.273; N -0.250; C -1.188; C -1.533; C -1.370; C -0.570; C 1.000; C 0.827; C -0.657; C 0.021; C -1.469; C -0.568; C -0.793; C -0.861; C -0.176; C 0.977; C 0.893; C -0.201; C 0.263; C -1.496; C 0.327; H 0.374; H 0.283; H 0.260; H 0.268; H 0.555; H 0.523; H 0.255; H 0.343; H -0.635; H 0.228; H 0.234; H 0.382; H 0.454; H 0.460; H 0.380; H 0.306; H 0.230; H 0.341; H -0.140; H 0.446; H 0.531; H 0.472; H 0.464; H 0.480; H 0.476; H 0.454; H 0.239

Name the most stable of them. entry two.

Entry one
Below is an isolated ion of composition C2H8NS and charge +1, with properties calculated with ωB97M-V/def2-TZVPD.

Atoms and positions in Å:
S1 -0.78039 2.00258 1.69847
N1 -0.58596 -0.20212 0.10989
C1 0.19266 -0.96517 -0.98167
C2 0.06549 1.10016 0.43006
H1 1.13462 -1.38835 -0.59432
H2 -1.58019 -0.21507 -0.05326
H3 -1.13809 2.83636 0.78576
H4 0.29135 -0.18179 -1.72469
H5 1.17772 0.71170 0.84897
H6 -0.57808 -0.67047 1.15759
H7 -0.41210 -1.84723 -1.29005
H8 0.28801 1.77835 -0.50461

## Properties
SMILES: C[NH2+]CS
Molar mass (g mol⁻¹): 78.16
E_LUMO (eV): -3.9
Total charge: +1

For reference, the Mulliken charges in units of e are: S -0.078; N -0.260; C -0.703; C -0.605; H 0.309; H 0.362; H 0.180; H 0.347; H 0.324; H 0.438; H 0.330; H 0.355

Entry two
Below is a 3-piece molecular cluster, C2H8NS overall, with properties calculated with ωB97M-V/def2-TZVPD.

Atoms and positions in Å:
S1 7.62904 28.68695 1.44477
N1 -5.94743 -21.66581 -1.02546
C1 -5.74898 -20.17120 -0.84746
C2 -4.55793 -19.63510 -1.04596
H1 7.60506 27.98213 0.28740
H2 -6.48890 -21.79919 -0.20886
H3 -6.59762 -19.47983 -0.62327
H4 -4.45189 -18.43946 -0.97170
H5 -3.62554 -20.04858 -1.28907
H6 -6.35189 -21.64485 -1.92492
H7 6.04774 27.44664 1.17248
H8 -4.97087 -21.91914 -0.99430

## Properties
Molar mass (g mol⁻¹): 78.16
E_LUMO (eV): -4.0
Total charge: +1

For reference, the Mulliken charges in units of e are: S -0.273; N -0.190; C 0.039; C -0.750; H 0.152; H 0.351; H 0.342; H 0.211; H 0.305; H 0.354; H 0.121; H 0.337

Entry three
Below is an isolated ion of composition C2H8NS and charge +1, with properties calculated with ωB97M-V/def2-TZVPD.

Atoms and positions in Å:
S1 -1.22277 -1.39337 1.84833
N1 0.53565 0.72371 -1.33259
C1 -0.22784 -0.28549 -0.57361
C2 -0.18104 -0.07671 0.92693
H1 0.91838 -0.08768 1.26469
H2 0.62166 0.77054 -2.40732
H3 0.03931 -1.23486 -0.88856
H4 -0.82570 0.83609 1.09414
H5 -1.25900 -0.05033 -0.87486
H6 1.49718 0.46666 -1.03934
H7 -0.34636 -1.42105 2.89058
H8 0.45053 1.75250 -0.90839

## Properties
SMILES: [NH3+]CCS
Molar mass (g mol⁻¹): 78.16
E_LUMO (eV): -4.2
Total charge: +1

For reference, the Mulliken charges in units of e are: S -0.144; N -0.396; C -0.651; C -0.654; H 0.408; H 0.375; H 0.390; H 0.342; H 0.359; H 0.382; H 0.181; H 0.408

Name the most stable of them. entry three.